[1]
143
Properties=species:S:1:pos:R:3:mulliken_charge:R:1 method="wB97M-V/def2-TZVPD" mol_weight_g_mol=1277.41 orbital_gap_ev=10.624 lumo_energy_ev=0.5 energy_ev=-226717.1011 e_homo_ev=-10.16
C 2.849 11.809 17.976 -0.357
O 2.245 11.458 19.273 -0.448
P 1.422 12.541 20.144 0.886
O 2.160 13.391 21.043 -0.453
O 0.612 13.415 19.071 -0.369
C -0.236 14.542 19.391 -0.504
O 0.329 11.656 20.780 -0.312
C -0.676 10.977 20.004 -0.674
H 3.862 12.070 18.095 -0.039
H 2.260 12.588 17.559 0.349
H 2.781 10.849 17.479 0.285
H -0.517 14.954 18.426 0.418
H 0.397 15.276 19.959 0.005
H -1.024 14.205 19.946 0.333
H -1.627 11.437 20.303 0.193
H -0.816 9.890 20.192 0.279
H -0.508 11.019 18.924 0.306
C 4.795 19.777 20.843 0.071
O 4.056 21.060 20.494 -0.442
P 4.178 21.681 19.056 1.222
O 4.056 20.751 17.940 -0.731
O 5.691 22.264 19.035 -0.289
C 6.206 23.152 20.009 -0.856
O 3.225 22.946 19.207 -0.443
C 1.828 22.777 19.445 -0.651
H 4.285 19.316 21.695 -0.194
H 5.794 20.071 21.151 0.318
H 4.824 19.172 19.920 0.248
H 6.987 22.782 20.650 0.243
H 5.350 23.541 20.550 0.334
H 6.618 23.912 19.387 0.327
H 1.637 22.513 20.527 0.262
H 1.303 22.022 18.859 0.263
H 1.413 23.778 19.254 0.299
C -2.207 11.067 23.618 -0.449
O -2.613 12.334 24.270 -0.358
P -2.909 13.613 23.381 0.548
O -3.340 14.727 24.191 -0.770
O -3.908 13.060 22.282 -0.342
C -5.231 13.081 22.731 -0.834
O -1.642 13.884 22.537 0.574
C -0.495 14.609 23.138 -0.456
H -2.189 10.260 24.321 0.345
H -1.236 11.296 23.158 0.087
H -2.823 10.754 22.760 0.234
H -5.458 12.556 23.697 0.313
H -5.782 12.605 21.993 0.288
H -5.577 14.093 22.825 0.311
H 0.217 14.831 22.355 -0.159
H -0.036 14.008 23.938 0.321
H -0.909 15.558 23.418 0.321
C 6.086 19.799 25.083 -0.464
O 6.913 18.605 25.218 -0.366
P 7.660 18.076 23.911 -0.030
O 6.893 17.986 22.685 0.651
O 8.844 19.137 23.714 -0.164
C 9.678 19.413 24.837 -0.731
O 8.316 16.770 24.560 -0.295
C 9.295 16.104 23.725 -0.750
H 5.613 20.033 26.049 0.266
H 5.294 19.647 24.331 -0.007
H 6.744 20.588 24.849 0.329
H 10.131 18.455 25.252 0.261
H 9.172 19.995 25.616 0.255
H 10.445 20.043 24.411 0.257
H 9.540 15.078 24.016 0.302
H 10.252 16.581 23.753 0.336
H 9.000 16.167 22.731 0.178
C 5.296 11.579 21.276 -0.697
O 6.614 12.101 21.718 0.598
P 7.316 11.593 22.975 -0.014
O 6.533 10.611 23.723 -0.771
O 8.702 10.975 22.474 -0.403
C 9.667 11.572 21.591 -0.275
O 7.845 12.908 23.729 0.203
C 7.243 13.210 24.939 -0.611
H 5.473 10.663 20.790 0.446
H 5.025 12.279 20.506 -0.254
H 4.562 11.408 22.039 0.509
H 9.337 11.908 20.600 -0.019
H 10.491 10.844 21.399 0.284
H 10.070 12.464 22.076 0.230
H 6.216 13.460 24.786 0.247
H 7.676 14.171 25.227 0.106
H 7.420 12.492 25.723 0.327
C -0.997 19.072 24.487 -0.922
O -0.638 18.520 23.185 0.126
P -0.688 19.332 21.789 0.422
O -0.494 20.743 21.840 -0.799
O 0.286 18.500 20.854 0.315
C 1.766 18.673 20.757 -0.189
O -2.067 18.928 21.084 -0.430
C -2.397 17.505 21.178 -0.315
H -0.593 20.052 24.623 0.321
H -0.628 18.366 25.198 0.256
H -2.012 19.116 24.620 0.396
H 2.012 19.688 21.102 0.363
H 2.031 18.444 19.737 -0.571
H 2.128 18.014 21.486 0.278
H -2.378 17.151 22.225 0.181
H -1.692 16.838 20.560 0.013
H -3.430 17.360 20.722 0.297
C 7.869 16.339 19.102 -0.941
O 7.550 14.986 19.643 0.216
P 7.090 13.953 18.503 -0.379
O 5.661 13.491 18.580 0.524
O 7.274 14.716 17.144 -0.269
C 6.243 14.578 16.109 -0.434
O 8.175 12.832 18.564 -0.154
C 7.825 11.713 17.798 -0.794
H 6.955 16.744 18.698 0.356
H 8.712 16.234 18.463 0.538
H 7.974 16.924 20.040 0.038
H 5.658 15.445 16.035 0.042
H 5.513 13.912 16.397 0.273
H 6.705 14.361 15.151 0.265
H 7.328 12.055 16.857 0.315
H 7.067 11.030 18.212 0.195
H 8.748 11.071 17.603 0.254
Cl 0.720 16.431 16.059 -0.231
C 1.516 17.261 17.457 -0.264
C 2.440 18.353 17.007 0.612
Cl 3.961 17.742 16.343 -0.197
H 1.979 16.534 18.091 0.060
H 0.692 17.657 17.990 0.326
H 2.673 19.062 17.793 -0.746
H 1.899 18.986 16.234 0.465
Cl 7.962 19.795 18.626 -0.142
C 7.111 20.317 17.183 0.210
C 8.097 20.378 16.028 -0.483
Cl 8.366 18.684 15.488 -0.184
H 6.640 21.268 17.349 0.112
H 6.236 19.715 16.969 -0.144
H 9.020 20.831 16.431 0.337
H 7.677 20.859 15.123 0.344
Cl 3.679 17.080 23.254 -0.218
C 3.932 15.487 22.537 0.477
C 4.983 15.538 21.465 0.498
Cl 4.332 16.438 20.068 0.402
H 3.011 15.111 22.097 -0.325
H 4.251 14.878 23.334 0.480
H 5.105 14.512 21.049 -0.769
H 5.985 15.961 21.632 -0.190


[2]
55
Properties=species:S:1:pos:R:3:mulliken_charge:R:1 method="wB97M-V/def2-TZVPD" mol_weight_g_mol=457.35 total_charge=+1 spin_multiplicity=5 orbital_gap_ev="7.541 / 6.601" lumo_energy_ev="-4.2 / -5.3" energy_ev=-70555.3731 e_homo_ev="-11.77 / -11.89"
O -1.761 4.429 1.157 -0.693
H -2.036 5.337 0.961 0.278
Mn -0.238 1.551 -0.154 -0.833
N -1.783 0.694 0.739 1.378
N 0.401 1.195 1.788 1.227
N -0.582 0.598 -1.803 1.098
N 1.572 0.894 -0.757 0.581
O -2.770 0.119 0.148 -0.670
O -1.793 0.145 -2.120 -0.587
O 2.620 0.602 0.015 -0.532
O 1.592 1.028 2.254 -0.649
C -0.620 1.173 2.683 0.141
C -1.881 0.978 2.067 0.078
C 0.419 0.410 -2.689 0.370
C 1.702 0.524 -2.051 0.588
C -3.191 0.988 2.754 -1.562
H -3.631 1.994 2.728 0.276
H -3.083 0.706 3.805 0.446
H -3.882 0.297 2.259 0.391
C -0.362 1.276 4.134 -1.422
H 0.104 2.239 4.369 0.340
H 0.329 0.490 4.459 0.325
H -1.284 1.195 4.712 0.432
C 0.244 -0.124 -4.061 -1.502
C 2.957 0.004 -2.652 -1.446
H -0.771 0.054 -4.428 0.393
H 0.454 -1.204 -4.095 0.228
H 0.949 0.370 -4.743 0.409
H 3.807 0.245 -2.009 0.430
H 3.126 0.453 -3.640 0.402
H 2.909 -1.089 -2.777 0.211
H -2.285 0.076 -1.164 0.456
H 2.286 0.800 0.993 0.414
C 0.519 3.841 0.562 -1.141
H -0.167 4.268 1.276 0.611
H 0.440 4.321 -0.417 0.391
H 1.560 3.698 0.873 0.324
O -1.484 2.788 -0.732 -0.805
H -1.843 3.880 0.313 0.402
H -2.078 2.406 -1.416 0.231
N 1.463 -5.348 -1.971 -0.363
C 1.253 -4.006 -1.909 0.489
O 1.520 -3.263 -2.867 -0.641
C 0.703 -3.480 -0.622 -0.067
C 0.469 -4.220 0.554 -0.477
C 0.053 -3.532 1.692 -1.121
C -0.109 -2.136 1.635 -0.060
N 0.068 -1.442 0.514 0.340
C 0.433 -2.105 -0.574 0.122
H 1.838 -5.722 -2.830 0.260
H 1.240 -5.987 -1.224 0.128
H 0.610 -5.302 0.570 0.301
H -0.149 -4.033 2.639 0.399
H -0.390 -1.571 2.522 0.305
H 0.534 -1.501 -1.468 0.377


[3]
14
Properties=species:S:1:pos:R:3:mulliken_charge:R:1 method="wB97M-V/def2-TZVPD" mol_weight_g_mol=75.11 total_charge=-1 spin_multiplicity=2 orbital_gap_ev="2.856 / 9.897" lumo_energy_ev="4.0 / 3.9" energy_ev=-6791.3114 e_homo_ev="1.17 / -5.97"
N -1.626 1.801 0.087 -0.572
C -0.419 1.097 0.553 -0.523
C -0.396 -0.960 2.095 -0.930
C -0.752 -0.461 0.911 -0.611
H -1.313 2.543 -0.580 0.273
H -2.337 1.200 -0.249 0.219
H -0.127 1.665 1.339 0.308
H 0.348 1.036 -0.346 0.294
H -0.227 -2.019 2.093 0.443
H -0.226 -0.569 3.070 0.340
H -0.952 -1.167 0.073 0.359
H 2.343 -1.561 -1.900 0.517
H 3.094 -1.995 -3.044 0.892
O 2.523 -1.224 -2.802 -2.009


[4]
108
Properties=species:S:1:pos:R:3:mulliken_charge:R:1 method="wB97M-V/def2-TZVPD" mol_weight_g_mol=1191.87 total_charge=+2 orbital_gap_ev=7.490 lumo_energy_ev=-5.6 energy_ev=-209647.4818 e_homo_ev=-13.10
Zr 1.367 -0.518 -0.362 -1.886
F 6.632 1.290 -4.437 -0.280
C 5.472 1.389 -3.809 0.734
C 4.967 0.311 -3.099 -0.384
F 5.623 -0.839 -3.032 -0.264
C 3.754 0.476 -2.468 -0.996
F 3.267 -0.625 -1.762 -0.080
C 2.993 1.624 -2.478 1.320
S 1.449 1.767 -1.628 -0.373
C 3.537 2.684 -3.194 0.228
F 2.888 3.843 -3.264 -0.314
C 4.753 2.574 -3.852 0.131
F 5.235 3.604 -4.527 -0.259
F -0.396 -7.695 -2.476 -0.258
C -0.448 -6.505 -1.917 0.574
C -1.561 -6.119 -1.198 0.424
F -2.580 -6.948 -1.062 -0.274
C -1.596 -4.864 -0.613 0.174
F -2.680 -4.587 0.105 -0.353
C -0.555 -3.947 -0.726 -0.901
P -0.768 -2.321 0.084 1.436
C -0.856 -2.780 1.830 1.345
C -1.480 -1.957 2.765 -0.472
C -1.612 -2.385 4.077 -1.071
C -1.064 -3.594 4.482 -1.085
C -0.382 -4.382 3.568 -0.868
C -0.287 -3.982 2.246 -0.830
C -2.436 -1.796 -0.463 1.030
C -3.574 -1.933 0.333 -0.131
C -4.811 -1.513 -0.134 -0.784
C -4.937 -0.974 -1.407 -0.789
C -3.817 -0.865 -2.218 -0.669
C -2.578 -1.271 -1.746 -0.636
C 0.575 -4.384 -1.429 0.136
Br 2.176 -3.408 -1.588 0.109
C 0.625 -5.632 -2.021 0.105
F 1.696 -6.037 -2.691 -0.327
H -1.894 -0.999 2.476 0.639
H -2.162 -1.783 4.785 0.586
H -1.171 -3.923 5.506 0.454
H 0.059 -5.319 3.880 0.493
H 0.228 -4.622 1.541 0.464
H -3.515 -2.398 1.304 0.569
H -5.684 -1.633 0.493 0.511
H -5.906 -0.661 -1.771 0.441
H -3.908 -0.470 -3.222 0.519
H -1.721 -1.185 -2.397 0.063
N 0.603 -0.967 -2.497 0.450
C 0.519 -1.085 -3.638 0.448
C 0.404 -1.232 -5.060 0.300
C -0.352 -0.302 -5.773 -0.453
C -0.461 -0.452 -7.144 -0.767
C 0.182 -1.510 -7.776 -0.425
C 0.934 -2.430 -7.055 -0.773
C 1.050 -2.299 -5.683 -0.404
H -0.834 0.521 -5.262 0.576
H -1.041 0.256 -7.719 0.433
H 0.097 -1.619 -8.849 0.429
H 1.425 -3.249 -7.561 0.445
H 1.626 -3.006 -5.101 0.547
O 0.572 0.552 1.126 3.311
P 0.014 1.915 1.732 -2.141
N 1.182 2.993 2.036 0.790
C 1.335 3.664 3.362 0.070
C 1.561 5.121 3.002 -0.761
C 2.440 5.014 1.766 -0.813
C 1.855 3.832 0.994 0.055
N -0.711 1.515 3.119 0.448
C 0.014 0.858 4.242 0.044
C -0.905 1.071 5.444 -0.564
C -1.667 2.353 5.129 -0.915
C -1.888 2.278 3.621 -0.161
N -0.994 2.484 0.611 0.928
C -1.938 1.589 -0.100 1.002
C -3.051 2.518 -0.603 -0.859
C -2.954 3.746 0.300 -0.737
C -1.454 3.888 0.502 -0.646
H 2.210 3.258 3.876 0.358
H 0.465 3.496 3.987 -0.278
H 2.027 5.674 3.816 0.467
H 0.610 5.607 2.767 0.226
H 3.467 4.797 2.065 0.348
H 2.457 5.916 1.157 0.403
H 2.619 3.263 0.477 -0.188
H 1.127 4.147 0.249 0.199
H 0.982 1.340 4.402 0.435
H 0.189 -0.193 4.021 -0.320
H -0.343 1.123 6.374 0.472
H -1.604 0.241 5.532 -0.003
H -1.072 3.230 5.391 0.255
H -2.611 2.432 5.665 0.528
H -1.952 3.264 3.161 0.095
H -2.805 1.736 3.377 0.373
H -2.324 0.822 0.575 -0.266
H -1.438 1.088 -0.933 -0.717
H -4.022 2.029 -0.566 0.425
H -2.859 2.800 -1.640 0.389
H -3.449 3.555 1.254 0.211
H -3.398 4.637 -0.140 0.502
H -1.165 4.471 1.375 0.196
H -0.993 4.349 -0.376 0.426
Cl 3.622 0.727 0.837 -0.039
C 3.813 -0.466 2.189 0.224
Cl 5.271 -1.406 1.994 -0.108
C 2.572 -1.358 2.198 -0.133
O 2.028 -1.664 3.210 -0.493
O 2.223 -1.744 0.954 -0.469
H 3.875 0.109 3.107 0.425


[5]
16
Properties=species:S:1:pos:R:3:mulliken_charge:R:1 method="wB97M-V/def2-TZVPD" mol_weight_g_mol=102.13 total_charge=+1 orbital_gap_ev=8.376 lumo_energy_ev=-5.4 energy_ev=-9526.0029 e_homo_ev=-13.73
C 2.858 -0.391 -0.745 0.046
C -1.633 -0.331 -0.612 -1.041
C 0.849 1.482 0.725 -0.757
C -0.544 -1.348 -0.111 -0.556
C 0.769 -0.812 0.552 0.307
N 1.975 -0.620 -0.049 -0.008
F 0.712 -1.035 1.862 -0.239
H 3.759 -0.185 -1.237 0.485
H -1.994 0.217 0.228 0.310
H -1.007 0.259 -1.244 0.292
H -2.439 -0.978 -1.085 0.353
H 0.178 2.037 -0.060 0.307
H 0.501 1.345 1.776 0.327
H 1.933 1.624 0.537 0.358
H -0.241 -1.880 -0.922 0.435
H -1.012 -2.107 0.576 0.380